(1)
{"formula": "C39H60AsF6GeN4P3Rb", "method": "the ωB97M-V functional and the def2-TZVPD basis", "lumo_energy_ha": -0.1056, "homo_lumo_gap_ev": 7.793, "multiplicity": 1, "charge": 1, "total_energy_ha": -7701.181067, "max_force_ha_per_bohr": 0.009, "e_above_lowest_kcal_mol": 10.7, "species": ["Rb", "C", "C", "C", "P", "C", "N", "Ge", "N", "C", "P", "C", "C", "C", "C", "C", "C", "C", "C", "C", "C", "C", "C", "N", "C", "C", "C", "C", "C", "C", "C", "C", "C", "C", "C", "C", "N", "C", "P", "C", "C", "C", "C", "C", "C", "C", "C", "C", "H", "H", "H", "H", "H", "H", "H", "H", "H", "H", "H", "H", "H", "H", "H", "H", "H", "H", "H", "H", "H", "H", "H", "H", "H", "H", "H", "H", "H", "H", "H", "H", "H", "H", "H", "H", "H", "H", "H", "H", "H", "H", "H", "H", "H", "H", "H", "H", "H", "H", "H", "H", "H", "H", "H", "H", "H", "H", "H", "H", "F", "As", "F", "F", "F", "F", "F"], "coordinates": [[-1.049959, -2.545774, -1.855676], [-5.109182, -0.019458, -1.279309], [-3.682321, -0.536237, -1.480741], [-3.245663, -0.186329, -2.908939], [-2.514637, 0.151413, -0.210357], [-2.528633, 1.957168, -0.435663], [-1.338767, 2.313860, 0.303648], [-0.065027, 0.978179, 0.551462], [1.390083, 1.105510, -0.589151], [1.788366, 0.204657, -1.670236], [0.675814, 0.223384, -3.159563], [1.679805, -0.813423, -4.342703], [0.757668, -1.417203, -5.404881], [2.445303, -1.937814, -3.639124], [0.866399, 1.938122, -3.848168], [0.444098, 1.985399, -5.316757], [0.034932, 2.942850, -3.051053], [2.152018, 2.256595, -0.341496], [3.138994, 2.742149, -1.205693], [3.843071, 3.896451, -0.903837], [3.569672, 4.616917, 0.248101], [2.587290, 4.155806, 1.105307], [1.909105, 2.982746, 0.826242], [0.863964, 2.450003, 1.710229], [-0.170005, 3.460177, 1.994428], [-0.066655, 4.423501, 2.976874], [-1.067367, 5.378298, 3.106226], [-2.150753, 5.355996, 2.246080], [-2.274862, 4.369699, 1.277148], [-1.289674, 3.391486, 1.168484], [1.323647, 1.763055, 2.915778], [2.187533, 2.331475, 3.836554], [2.429933, 1.692947, 5.039344], [1.775576, 0.501315, 5.313151], [0.958819, -0.095593, 4.367597], [0.767276, 0.501531, 3.118829], [0.034300, -0.088410, 2.071397], [-0.032341, -1.549096, 2.011516], [1.142785, -2.318960, 0.789301], [2.838571, -1.704595, 1.225183], [3.398087, -1.918358, 2.628852], [3.829568, -2.234984, 0.182510], [0.933125, -4.110433, 1.222462], [1.452597, -5.023954, 0.109283], [1.446637, -4.583348, 2.583382], [-3.251842, -0.125118, 1.477398], [-3.865384, -1.524556, 1.595821], [-4.205787, 0.961642, 1.974289], [-5.755689, -0.485397, -2.024391], [-5.153262, 1.061237, -1.434030], [-5.520154, -0.242234, -0.300231], [-3.679796, -1.623179, -1.349692], [-3.391003, 0.877683, -3.107947], [-3.867812, -0.734726, -3.617034], [-2.197511, -0.384261, -3.124095], [-3.425377, 2.384828, 0.011411], [-2.480802, 2.267611, -1.481607], [1.776017, -0.819117, -1.292916], [2.826282, 0.402220, -1.932819], [2.408096, -0.154867, -4.826033], [0.095637, -2.163098, -4.954593], [1.345083, -1.928341, -6.169711], [0.128870, -0.678281, -5.898491], [1.791030, -2.542700, -3.001660], [3.261982, -1.570779, -3.018899], [2.875007, -2.613249, -4.380474], [1.925234, 2.207034, -3.781435], [-0.584527, 1.635978, -5.440906], [1.088566, 1.390778, -5.962413], [0.483049, 3.016641, -5.671656], [-1.028640, 2.711111, -3.155637], [0.189097, 3.947413, -3.450058], [0.279756, 2.961357, -1.990417], [3.357280, 2.236994, -2.132868], [4.600267, 4.243234, -1.594434], [4.100741, 5.531333, 0.470174], [2.333638, 4.733785, 1.982472], [0.772185, 4.434691, 3.657041], [-0.993228, 6.136054, 3.873100], [-2.921442, 6.110551, 2.331642], [-3.131404, 4.369759, 0.618446], [2.677701, 3.268991, 3.616827], [3.100507, 2.131981, 5.764199], [1.917446, 0.014908, 6.269044], [0.482403, -1.033107, 4.611695], [-1.028302, -1.873948, 1.689154], [0.093060, -1.961010, 3.008082], [2.730226, -0.622233, 1.066554], [3.594326, -2.969267, 2.828874], [2.738011, -1.538461, 3.404150], [4.349639, -1.387958, 2.718676], [4.061454, -3.284012, 0.371691], [4.767550, -1.679821, 0.239357], [3.448311, -2.160621, -0.837560], [-0.157751, -4.198803, 1.230527], [2.543035, -5.029490, 0.074306], [1.083281, -4.732923, -0.876108], [1.117947, -6.046685, 0.286879], [2.524870, -4.741965, 2.565072], [0.983147, -5.540714, 2.827490], [1.219487, -3.889650, 3.394224], [-2.374559, -0.104343, 2.128666], [-4.804741, -1.629248, 1.055535], [-4.080533, -1.717784, 2.647903], [-3.200425, -2.311491, 1.246272], [-5.079728, 1.076336, 1.333090], [-3.716262, 1.930385, 2.081015], [-4.565073, 0.673099, 2.963395], [-2.162459, -3.821080, 0.304001], [-2.997188, -5.160286, -0.544602], [-1.494112, -5.319834, -1.453386], [-2.408483, -6.253446, 0.631182], [-3.746087, -6.367442, -1.478143], [-4.407629, -4.824706, 0.365127], [-3.472418, -3.914127, -1.716557]], "forces_ev_per_a": [[0.2, -0.3, -0.3], [0.0, 0.1, 0.0], [0.1, 0.0, 0.0], [0.0, 0.1, 0.0], [-0.3, 0.0, 0.0], [0.0, 0.1, 0.0], [0.1, -0.2, -0.1], [0.1, 0.2, 0.2], [0.0, -0.1, 0.0], [-0.1, 0.1, 0.1], [-0.1, 0.0, 0.0], [0.0, 0.0, 0.1], [0.0, 0.0, 0.0], [0.0, 0.0, 0.0], [0.0, 0.0, 0.0], [0.0, 0.0, 0.0], [0.0, 0.0, 0.0], [0.0, -0.1, -0.1], [0.0, 0.0, 0.0], [0.0, 0.0, 0.0], [0.0, 0.0, 0.0], [-0.1, 0.0, 0.1], [0.0, 0.1, 0.0], [0.0, 0.1, -0.1], [0.0, 0.0, 0.1], [0.0, 0.0, 0.0], [0.1, 0.0, 0.1], [-0.1, 0.0, -0.1], [0.0, 0.0, 0.1], [-0.1, 0.1, 0.0], [0.1, 0.0, 0.1], [0.0, 0.0, -0.1], [0.0, 0.0, 0.1], [0.0, 0.0, 0.0], [0.0, 0.0, 0.0], [-0.1, -0.1, 0.0], [0.0, 0.0, -0.1], [-0.1, 0.0, 0.0], [0.0, -0.1, 0.0], [-0.1, 0.0, 0.0], [0.0, 0.0, 0.0], [0.0, 0.0, 0.0], [0.0, 0.0, 0.0], [0.0, 0.0, 0.0], [0.0, 0.0, 0.0], [0.0, 0.0, 0.0], [0.0, 0.0, 0.0], [0.0, 0.0, 0.0], [0.0, 0.0, 0.0], [0.0, 0.0, 0.0], [0.0, -0.1, 0.0], [-0.1, 0.0, 0.0], [0.0, 0.0, 0.0], [0.0, 0.0, 0.0], [0.1, 0.0, 0.0], [0.0, 0.0, 0.0], [0.0, -0.1, 0.0], [-0.1, 0.0, 0.0], [0.0, 0.0, 0.0], [0.0, 0.0, 0.0], [0.0, 0.0, 0.0], [0.0, 0.0, 0.0], [0.0, 0.0, 0.0], [0.0, 0.0, 0.0], [0.0, 0.0, 0.0], [0.0, 0.0, 0.0], [0.0, 0.0, 0.0], [0.0, 0.0, 0.0], [0.0, 0.0, 0.0], [0.0, 0.0, 0.0], [0.0, 0.0, 0.0], [0.0, 0.0, 0.0], [0.0, 0.0, 0.0], [0.0, 0.0, 0.0], [0.0, 0.0, 0.0], [0.0, 0.0, 0.0], [0.0, 0.0, 0.0], [0.0, 0.0, 0.0], [0.0, 0.0, 0.0], [0.0, 0.0, 0.0], [0.0, 0.0, 0.0], [0.0, 0.0, 0.0], [0.0, 0.0, 0.0], [0.0, 0.0, 0.0], [0.0, 0.0, 0.0], [0.0, 0.0, 0.0], [0.0, 0.0, 0.0], [0.0, 0.0, 0.0], [0.0, 0.0, 0.0], [0.0, 0.0, 0.0], [0.0, 0.0, 0.0], [0.0, 0.0, 0.0], [0.0, 0.0, 0.0], [0.0, 0.0, 0.0], [0.0, 0.0, 0.0], [0.0, 0.0, 0.0], [0.0, 0.0, 0.0], [0.0, 0.0, 0.0], [0.0, 0.0, 0.0], [0.0, 0.0, 0.0], [0.0, 0.0, 0.0], [0.0, 0.0, 0.0], [0.0, 0.1, 0.0], [0.0, 0.0, 0.0], [0.0, 0.0, 0.0], [0.0, 0.0, 0.0], [0.0, 0.0, 0.0], [0.0, 0.0, 0.0], [0.0, 0.0, 0.1], [0.2, 0.1, -0.1], [-0.1, 0.0, 0.0], [0.0, 0.0, 0.0], [0.0, 0.0, 0.0], [-0.1, 0.1, 0.0], [0.0, -0.1, 0.0]]}

(2)
{"formula": "C6H12NOS", "method": "the ωB97M-V functional and the def2-TZVPD basis", "lumo_energy_ha": -0.1415, "homo_lumo_gap_ev": 10.393, "multiplicity": 1, "charge": 1, "total_energy_ha": -763.669290, "max_force_ha_per_bohr": 0.120, "e_above_lowest_kcal_mol": 45.5, "species": ["C", "C", "C", "C", "C", "C", "N", "O", "S", "H", "H", "H", "H", "H", "H", "H", "H", "H", "H", "H", "H"], "coordinates": [[0.529938, 0.447540, -0.000050], [1.077776, -0.853153, 2.182658], [0.318521, -1.704266, 1.142609], [-1.151654, -1.681989, 1.279150], [0.021145, 2.558850, -0.763126], [-0.032269, 0.725640, -2.342046], [0.264492, 1.174942, -0.999568], [0.547550, -1.246310, -0.224265], [0.750542, 0.861558, 1.651264], [0.647579, -1.094311, 3.215806], [2.196534, -1.054238, 2.103983], [0.846227, -2.662565, 1.114974], [-1.587917, -0.683285, 1.278040], [-1.301121, -2.141802, 2.216859], [-1.502090, -2.225241, 0.405089], [-1.149276, 2.701215, -0.593849], [0.271707, 3.345094, -1.546332], [0.582961, 2.946402, 0.040282], [0.696209, 1.285952, -2.914160], [-1.099525, 1.134274, -2.599363], [-0.030671, -0.419082, -2.341124]], "forces_ev_per_a": [[0.2, -5.8, 0.6], [0.5, -1.0, -0.2], [1.3, 0.8, -1.2], [0.1, -0.4, -0.3], [-3.0, 3.1, -0.7], [-2.1, -1.0, -0.3], [0.0, 0.3, -0.1], [0.9, 6.0, 1.1], [0.1, 0.0, -0.3], [0.8, 0.7, -1.4], [-1.5, 0.4, 0.4], [-0.7, -0.3, 0.3], [0.2, 0.0, 0.0], [-1.3, -0.8, 1.0], [-0.6, -0.3, 0.4], [2.5, -0.3, -0.1], [-0.1, -1.8, 0.1], [0.4, 0.0, 1.4], [0.1, -0.6, -0.8], [1.9, -0.9, 0.4], [0.3, 1.9, -0.5]]}